{
  "formula": "C37H66BrF3InOSSbSi7Te",
  "method": "ωB97M-V/def2-TZVPD",
  "species": ["Te", "Sb", "In", "Br", "S", "Si", "Si", "Si", "Si", "Si", "Si", "Si", "F", "F", "F", "O", "C", "C", "C", "C", "C", "C", "C", "C", "C", "C", "C", "C", "C", "C", "C", "C", "C", "C", "C", "C", "C", "C", "C", "C", "C", "C", "C", "C", "C", "C", "C", "C", "C", "C", "C", "C", "C", "H", "H", "H", "H", "H", "H", "H", "H", "H", "H", "H", "H", "H", "H", "H", "H", "H", "H", "H", "H", "H", "H", "H", "H", "H", "H", "H", "H", "H", "H", "H", "H", "H", "H", "H", "H", "H", "H", "H", "H", "H", "H", "H", "H", "H", "H", "H", "H", "H", "H", "H", "H", "H", "H", "H", "H", "H", "H", "H", "H", "H", "H", "H", "H", "H", "H"],
  "positions_angstrom": [[-1.657, -0.850, -0.917], [3.510, 2.517, -1.161], [0.448, -0.146, 0.790], [-0.275, 1.640, 2.493], [1.463, 0.772, -1.213], [-4.521, -3.299, 0.669], [-4.974, 0.500, 1.121], [1.872, -3.215, 0.718], [-5.084, -1.012, -2.261], [3.575, -0.898, 1.926], [-4.026, -1.190, -0.189], [1.081, -1.939, 3.382], [7.472, 7.599, -2.190], [-1.241, 6.627, -0.849], [4.193, 1.348, -7.321], [-0.542, -1.825, 2.983], [0.202, -4.086, 0.793], [4.862, 4.398, -1.639], [0.344, 5.493, -2.168], [4.590, -1.013, 0.352], [5.758, 4.806, -0.647], [5.132, 1.813, -5.217], [2.253, -2.964, -1.095], [1.326, 4.269, 0.121], [4.945, 2.065, -3.860], [-4.008, -4.624, -0.561], [4.020, 1.570, -5.993], [-6.385, -3.499, 0.941], [-5.013, 0.772, -2.848], [3.486, 0.907, 2.420], [3.670, 2.076, -3.285], [-6.903, -1.532, -2.298], [5.749, 6.221, -3.025], [2.579, 1.793, -4.108], [1.918, 3.975, -1.107], [1.916, -1.685, 1.779], [4.880, 5.146, -2.825], [-4.219, 2.185, 0.827], [-3.733, -3.728, 2.317], [2.745, 1.550, -5.474], [1.330, -3.625, 4.194], [-1.582, -2.060, 3.916], [-4.850, 0.199, 2.975], [1.409, 4.597, -2.248], [-6.829, 0.625, 0.773], [6.613, 6.560, -2.005], [-4.241, -2.054, -3.579], [-0.203, 5.753, -0.930], [6.636, 5.884, -0.809], [4.626, -1.759, 3.250], [3.145, -4.474, 1.337], [0.260, 5.160, 0.222], [1.417, -0.710, 4.758], [-4.168, -5.634, -0.165], [-1.491, -3.050, 4.383], [-3.157, -1.876, -3.565], [0.310, -5.160, 0.583], [4.200, 4.886, -3.635], [-6.944, -3.277, 0.020], [-6.998, -2.622, -2.189], [-7.308, 1.328, 1.466], [-4.702, 2.940, 1.459], [-4.313, 2.499, -0.222], [5.534, -1.178, 3.460], [3.334, -2.977, -1.289], [-7.321, -0.352, 0.884], [1.782, -3.759, -1.691], [3.078, -5.407, 0.759], [-5.286, -0.766, 3.271], [6.115, 1.817, -5.671], [-5.355, 0.868, -3.885], [-7.368, -1.245, -3.250], [5.354, -0.229, 0.334], [-0.213, 5.368, 1.175], [0.941, -1.051, 5.687], [-6.740, -2.803, 1.716], [-3.804, 0.212, 3.290], [2.407, -3.824, 4.312], [-7.477, -1.066, -1.483], [4.077, -1.887, 4.196], [4.931, -2.759, 2.907], [-4.581, -4.524, -1.494], [1.008, 0.274, 4.500], [1.898, 1.354, -6.122], [-4.011, -4.741, 2.632], [-3.979, 1.140, -2.790], [-2.944, -4.516, -0.816], [7.325, 6.189, -0.030], [5.763, 6.784, -3.953], [3.946, -0.873, -0.526], [1.868, -1.999, -1.448], [-0.068, 5.971, -3.049], [-5.633, 1.429, -2.219], [1.676, 3.777, 1.025], [5.088, -1.991, 0.264], [5.810, 2.282, -3.240], [-4.054, -3.027, 3.099], [0.905, -4.439, 3.590], [-0.271, -3.973, 1.778], [5.779, 4.263, 0.300], [-2.637, -3.676, 2.253], [3.056, 1.487, 1.595], [-3.148, 2.170, 1.069], [-1.592, -1.297, 4.708], [2.493, -0.593, 4.953], [-4.400, -3.126, -3.399], [4.488, 1.305, 2.624], [-5.373, 0.993, 3.522], [1.837, 4.377, -3.221], [-6.637, -4.519, 1.258], [0.872, -3.657, 5.192], [-4.618, -1.812, -4.580], [2.855, 1.071, 3.301], [4.165, -4.075, 1.223], [1.584, 1.749, -3.676], [-7.016, 0.975, -0.252], [-0.482, -3.651, 0.054], [-2.527, -2.020, 3.385], [2.996, -4.716, 2.399]],
  "e_homo_ev": -1.918,
  "max_force_ev_per_a": 0.83,
  "spin_multiplicity": 1,
  "e_lumo_ev": 3.869,
  "gap_ha": 0.21269,
  "energy_ev": -204677.6260,
  "total_charge": -2
}

=====

{
  "formula": "C37H66ClI2NO10P",
  "method": "ωB97M-V/def2-TZVPD",
  "species": ["I", "I", "Cl", "P", "O", "O", "O", "O", "O", "O", "O", "O", "O", "O", "N", "C", "C", "C", "C", "C", "C", "C", "C", "C", "C", "C", "C", "C", "C", "C", "C", "C", "C", "C", "C", "C", "C", "C", "C", "C", "C", "C", "C", "C", "C", "C", "C", "C", "C", "C", "C", "C", "H", "H", "H", "H", "H", "H", "H", "H", "H", "H", "H", "H", "H", "H", "H", "H", "H", "H", "H", "H", "H", "H", "H", "H", "H", "H", "H", "H", "H", "H", "H", "H", "H", "H", "H", "H", "H", "H", "H", "H", "H", "H", "H", "H", "H", "H", "H", "H", "H", "H", "H", "H", "H", "H", "H", "H", "H", "H", "H", "H", "H", "H", "H", "H", "H", "H"],
  "positions_angstrom": [[1.424, 5.007, 3.888], [0.929, 2.476, -0.342], [1.852, -2.708, 4.698], [-2.465, 1.636, 1.141], [-6.420, -0.138, 1.882], [6.168, 1.070, -3.034], [-6.975, -0.983, -1.018], [8.021, -1.853, -3.089], [-9.492, -1.124, 0.748], [-3.168, -3.957, -2.926], [-3.793, -3.103, -6.209], [7.950, 0.112, -0.721], [-2.938, -1.094, -4.051], [-2.494, 0.178, 0.875], [0.524, 3.184, 3.509], [-10.807, -0.682, 0.490], [7.905, -2.146, -1.709], [5.495, 2.716, 3.823], [5.832, 1.432, 3.387], [-4.031, -1.754, -3.424], [7.100, 1.823, -2.275], [-5.357, -0.541, 2.711], [-2.811, -2.087, -6.304], [8.258, 0.965, -1.816], [-5.988, 0.481, 0.682], [4.915, 0.406, 3.640], [-0.723, 4.279, 1.615], [-7.527, -2.070, -0.285], [1.287, -1.223, 2.468], [0.445, -0.392, 4.811], [1.353, 5.340, 0.415], [3.339, 1.963, 4.652], [-4.808, -2.974, -7.180], [9.116, -2.505, -3.695], [7.167, -1.044, -0.983], [0.171, 4.372, 0.334], [0.865, 2.098, 4.276], [7.134, 1.173, 2.692], [3.703, 0.670, 4.262], [4.863, 1.588, -2.946], [0.752, -1.581, 3.857], [0.181, 0.897, 4.086], [-2.150, -1.844, -4.966], [-0.840, 0.857, 3.144], [-2.302, -4.666, -2.072], [-3.629, -2.744, -2.355], [-1.133, 1.950, 2.360], [-7.001, 0.303, -0.427], [4.280, 2.978, 4.443], [1.976, 2.204, 5.292], [-9.036, -2.066, -0.208], [-0.414, 3.131, 2.529], [1.040, 6.245, 0.929], [4.537, 1.628, -1.898], [7.367, 2.003, 2.031], [1.221, -0.330, 5.560], [-4.505, -2.963, -1.730], [-5.787, -1.069, 3.560], [-4.410, -3.108, -8.192], [-5.548, -3.748, -6.986], [9.028, 1.639, -1.436], [6.240, -0.788, -1.501], [-4.694, -2.213, -4.159], [1.802, -0.266, 2.431], [2.197, 4.874, 0.913], [7.088, 0.277, 2.084], [7.486, 2.636, -2.904], [10.056, -2.242, -3.196], [0.487, -1.194, 1.733], [-10.884, -0.239, -0.510], [-11.048, 0.081, 1.228], [-6.717, 0.984, -1.234], [-3.685, 2.090, 1.677], [1.681, 5.573, -0.592], [7.950, 1.077, 3.403], [-2.849, -2.297, -1.726], [-9.379, -3.065, 0.092], [-4.593, -0.959, -2.929], [6.206, 3.514, 3.670], [-0.465, -0.649, 5.352], [-2.820, -4.995, -1.163], [9.166, -2.171, -4.729], [-1.806, -2.779, -4.522], [1.837, 1.429, 6.032], [-5.028, 0.065, 0.354], [-4.673, -1.213, 2.183], [8.896, -2.274, -1.258], [4.198, 0.917, -3.489], [-5.867, 1.559, 0.878], [4.085, 3.984, 4.773], [-1.753, 4.183, 1.290], [-1.435, -4.053, -1.794], [8.988, -3.593, -3.679], [-4.795, 0.327, 3.085], [-5.299, -1.996, -7.108], [-2.153, 2.347, -0.027], [8.691, 0.408, -2.648], [-2.045, -2.406, -7.024], [-1.949, -5.542, -2.613], [-8.005, 0.582, -0.103], [-7.230, -2.960, -0.845], [-0.172, -2.129, 3.717], [5.147, -0.606, 3.344], [4.798, 2.589, -3.388], [-1.385, -0.064, 2.996], [-9.446, -1.836, -1.198], [-11.527, -1.503, 0.580], [7.343, -3.084, -1.596], [-0.471, 4.736, -0.461], [-3.258, -1.151, -6.658], [1.938, 3.148, 5.825], [3.022, -0.145, 4.456], [1.994, -1.985, 2.160], [-1.269, -1.223, -5.148], [-7.083, -2.146, 0.709], [6.899, -1.428, 0.004], [6.612, 2.259, -1.394], [-0.674, 5.244, 2.111]],
  "e_homo_ev": -10.364,
  "max_force_ev_per_a": 1.63,
  "spin_multiplicity": 1,
  "e_lumo_ev": -4.682,
  "gap_ha": 0.20880,
  "energy_ev": -99405.6638,
  "total_charge": 1
}